Version one
A gas-phase ion, C4H8N3S (charge +1), computed with ωB97M-V/def2-TZVPD.

Values from the calculation:
SMILES: CSc1c[nH]c(=[NH2+])[nH]1
gap between HOMO and LUMO: 9.31 eV
LUMO level: -3.102 eV
total charge: +1

Cartesian coordinates (Å):
1 C 0.01 2.06 -0.31
2 C -0.63 0.92 0.11
3 C 1.55 0.51 0.12
4 C -2.95 -0.57 -0.74
5 N 1.33 1.79 -0.40
6 N 0.36 -0.03 0.26
7 N 2.73 -0.17 0.21
8 S -2.33 0.68 0.39
9 H -0.42 3.04 -0.76
10 H -2.86 -0.23 -1.72
11 H -4.04 -0.53 -0.37
12 H -2.52 -1.51 -0.82
13 H 2.06 2.36 -0.76
14 H 0.10 -1.02 0.54
15 H 3.58 0.26 -0.21
16 H 2.95 -0.88 0.92

---

Version two
A gas-phase ion, C4H8N3S (charge +1), computed with ωB97M-V/def2-TZVPD.

Values from the calculation:
gap between HOMO and LUMO: 8.64 eV
LUMO level: -5.379 eV
total charge: +1

Cartesian coordinates (Å):
1 C -1.79 -0.27 0.17
2 C 0.82 2.29 -0.08
3 C -0.27 -2.04 0.38
4 C 1.13 -0.11 -0.05
5 N -1.59 -1.55 0.08
6 N 0.89 1.06 -0.73
7 N -1.69 0.85 0.21
8 S 0.94 -1.62 -0.93
9 H 1.79 2.34 0.49
10 H 0.68 2.97 -0.95
11 H -0.01 -1.73 1.33
12 H -0.25 -3.12 0.27
13 H 1.27 -0.02 0.99
14 H -2.33 -2.22 -0.07
15 H 0.42 0.79 -1.63
16 H -0.01 2.39 0.52

---

Most stable: version one. Least stable: version two.

---

Version one
2 unconnected molecules or ions with the total composition C8H14N2, computed with ωB97M-V/def2-TZVPD.

Values from the calculation:
gap between HOMO and LUMO (spin up / spin down): 7.58 / 7.58 eV
LUMO level (spin up / spin down): 0.470 / 0.466 eV
total charge: 0

Cartesian coordinates (Å):
1 C 1.26 -0.76 2.18
2 C 0.16 -0.50 2.99
3 C 0.83 -1.30 0.89
4 C -1.00 -0.62 2.03
5 C -0.67 1.60 -0.46
6 C 1.51 1.16 -1.40
7 C -0.71 0.32 -2.56
8 C 0.00 1.04 -1.42
9 N -0.54 -1.26 0.79
10 N -1.33 -1.61 -0.19
11 H 2.29 -0.77 2.46
12 H 0.00 -0.06 3.91
13 H 1.43 -1.58 0.10
14 H -1.97 -1.11 2.36
15 H -0.34 1.98 0.48
16 H -1.73 1.40 -0.43
17 H -1.33 0.46 1.75
18 H 1.91 0.06 -1.31
19 H 1.81 1.80 -0.57
20 H 1.88 1.55 -2.32
21 H -1.29 0.96 -3.06
22 H 0.10 -0.19 -3.02
23 H -1.42 -0.42 -2.25
24 H -0.87 -2.16 -0.94

---

Version two
C8H14N2 in the gas phase, computed with ωB97M-V/def2-TZVPD.

Values from the calculation:
gap between HOMO and LUMO (spin up / spin down): 5.40 / 7.92 eV
LUMO level (spin up / spin down): -0.503 / 0.505 eV
total charge: 0

Cartesian coordinates (Å):
1 C 2.97 0.86 0.00
2 C 1.22 0.43 -1.67
3 C -0.13 0.84 -1.06
4 C 2.29 -0.10 -0.73
5 C 0.00 -0.01 1.32
6 C -0.84 -0.06 0.02
7 C -1.15 -1.46 -0.38
8 C -2.14 0.68 0.55
9 N 3.65 1.72 0.39
10 N 0.14 -0.93 2.30
11 H 1.01 -0.33 -2.43
12 H 1.49 1.26 -2.32
13 H 0.11 1.77 -0.58
14 H -0.89 1.01 -1.99
15 H 2.46 -1.21 -0.79
16 H 0.46 0.96 1.56
17 H -0.29 -2.10 -0.19
18 H -1.12 -1.44 -1.37
19 H -2.12 -1.75 -0.10
20 H -1.91 1.75 0.50
21 H -2.26 0.36 1.58
22 H -2.97 0.36 0.02
23 H 0.37 -0.75 3.23
24 H -0.33 -1.86 2.13

---

Most stable: version two. Least stable: version one.

---

Version one
C4H7N3O2 in the gas phase, computed with ωB97M-V/def2-TZVPD.

Values from the calculation:
SMILES: CN(C=O)/N=C(/N)C=O
gap between HOMO and LUMO: 8.09 eV
LUMO level: -0.632 eV
total charge: 0

Cartesian coordinates (Å):
1 C -1.98 0.94 0.77
2 C -1.46 -1.01 -0.56
3 C 1.24 0.21 -0.20
4 C 1.57 -1.06 0.46
5 H -2.86 0.40 0.80
6 H -1.54 1.05 1.80
7 H -1.99 1.94 0.35
8 H -0.82 -1.49 -1.29
9 H 2.24 1.69 -1.14
10 H 3.21 0.20 -0.90
11 H 0.82 -1.71 1.08
12 N -1.04 0.17 0.01
13 N 0.10 0.79 -0.45
14 N 2.37 0.69 -0.66
15 O -2.61 -1.47 -0.55
16 O 2.74 -1.35 0.47

---

Version two
2 unconnected molecules or ions with the total composition C4H7N3O2, computed with ωB97M-V/def2-TZVPD.

Values from the calculation:
gap between HOMO and LUMO: 8.00 eV
LUMO level: -0.461 eV
total charge: 0

Cartesian coordinates (Å):
1 C -2.36 -0.39 0.42
2 C -0.07 -0.17 0.07
3 C 1.37 -0.57 -0.04
4 C 0.21 1.41 -0.07
5 H -3.06 0.57 0.15
6 H -2.18 -0.55 1.45
7 H -3.32 -1.26 0.37
8 H -1.33 -1.66 -0.61
9 H 2.00 -2.01 -1.57
10 H 2.82 0.37 0.99
11 H 2.10 2.39 -0.04
12 N -1.30 -0.55 -0.56
13 N 2.38 0.42 0.16
14 N 1.48 1.68 0.23
15 O 1.80 -1.88 -0.26
16 O -0.52 2.21 -0.69

---

Most stable: version one. Least stable: version two.

---

Version one
2 unconnected molecules or ions with the total composition C2H5F2N, computed with ωB97M-V/def2-TZVPD.

Values from the calculation:
SMILES: [H]/N=C(/C)F.F
gap between HOMO and LUMO: 12.63 eV
LUMO level: 0.641 eV
total charge: 0

Cartesian coordinates (Å):
1 C 1.26 0.83 -0.08
2 C 0.48 -0.36 0.48
3 N -0.71 -0.69 0.15
4 F -2.90 -0.07 -1.40
5 F 1.00 -1.00 1.61
6 H 1.75 0.46 -1.06
7 H 0.38 1.52 -0.40
8 H 1.97 1.11 0.65
9 H -0.97 -1.43 0.76
10 H -2.24 -0.35 -0.71

---

Version two
2 unconnected molecules or ions with the total composition C2H5F2N, computed with ωB97M-V/def2-TZVPD.

Values from the calculation:
SMILES: N=C(F)F.C
gap between HOMO and LUMO: 12.61 eV
LUMO level: 0.717 eV
total charge: 0

Cartesian coordinates (Å):
1 C 1.69 0.19 0.51
2 C -1.75 0.02 -0.34
3 N -1.24 -1.03 -0.42
4 F -2.37 0.44 0.92
5 F -2.08 1.06 -1.15
6 H 2.16 0.26 -0.46
7 H 0.73 0.54 0.01
8 H 1.36 -0.71 0.84
9 H 2.11 0.46 1.26
10 H -0.61 -1.22 -1.17

---

Most stable: version one. Least stable: version two.

---

Version one
C21H21F2NO4 in the gas phase, computed with ωB97M-V/def2-TZVPD.

Values from the calculation:
SMILES: O=C(c1ccc2c(c1)OCO2)[C@H]1CCCN(Cc2ccc(OC(F)F)cc2)C1
gap between HOMO and LUMO: 8.69 eV
LUMO level: 0.215 eV
total charge: 0

Cartesian coordinates (Å):
1 O -2.07 -1.32 -2.10
2 C -1.95 -1.19 -0.98
3 C -2.87 -0.14 -0.34
4 C -3.26 -0.29 1.03
5 C -4.19 0.45 1.48
6 C -4.86 1.47 0.86
7 C -4.61 1.47 -0.39
8 C -3.67 0.74 -1.26
9 H -3.49 0.76 -2.29
10 O -5.21 2.56 -1.14
11 C -6.05 3.40 -0.07
12 O -5.81 2.63 1.02
13 H -7.04 2.93 -0.42
14 H -5.70 4.35 0.04
15 H -4.45 0.58 2.56
16 H -2.93 -1.03 1.82
17 C -1.13 -2.15 -0.05
18 C 0.14 -2.26 -0.76
19 N 1.20 -2.97 -0.21
20 C 0.46 -4.31 0.25
21 C -0.87 -4.26 0.83
22 C -1.92 -3.27 0.32
23 H -2.73 -3.13 0.79
24 H -2.11 -3.77 -0.62
25 H -0.63 -3.67 1.67
26 H -1.16 -5.23 1.04
27 H 1.22 -5.16 0.67
28 H 0.32 -4.67 -0.87
29 C 1.68 -2.49 1.10
30 C 2.70 -1.39 0.60
31 C 3.53 -1.45 -0.61
32 C 4.34 -0.59 -1.11
33 C 4.42 0.70 -0.30
34 C 3.53 0.76 0.74
35 C 2.66 -0.19 1.18
36 H 2.09 0.26 2.05
37 H 3.57 1.84 1.11
38 O 5.29 1.62 -0.57
39 C 5.39 2.85 -0.28
40 F 5.67 2.91 1.11
41 F 4.34 3.45 -0.15
42 H 6.03 3.45 -0.61
43 H 4.93 -0.75 -1.79
44 H 3.44 -2.65 -1.04
45 H 0.95 -2.00 1.67
46 H 2.52 -3.29 1.46
47 H 0.75 -1.35 -0.96
48 H 0.09 -2.79 -1.78
49 H -0.95 -1.38 0.73

---

Version two
C21H21F2NO4 in the gas phase, computed with ωB97M-V/def2-TZVPD.

Values from the calculation:
SMILES: O=C(c1ccc2c(c1)OCO2)[C@H]1CCCN(Cc2ccc(OC(F)F)cc2)C1
gap between HOMO and LUMO: 8.97 eV
LUMO level: 0.490 eV
total charge: 0

Cartesian coordinates (Å):
1 O 2.88 2.28 -0.28
2 C 2.70 1.09 -0.24
3 C 3.84 0.14 -0.30
4 C 3.71 -1.21 -0.62
5 C 4.81 -2.06 -0.67
6 C 6.04 -1.52 -0.39
7 C 6.19 -0.16 -0.08
8 C 5.11 0.68 -0.03
9 H 5.21 1.73 0.20
10 O 7.51 0.11 0.15
11 C 8.20 -1.11 -0.04
12 O 7.26 -2.12 -0.37
13 H 8.72 -1.39 0.89
14 H 8.93 -1.01 -0.85
15 H 4.71 -3.10 -0.92
16 H 2.74 -1.62 -0.85
17 C 1.31 0.49 -0.06
18 C 0.24 1.58 -0.21
19 N -1.08 0.99 -0.06
20 C -1.24 0.44 1.27
21 C -0.22 -0.68 1.50
22 C 1.19 -0.15 1.32
23 H 1.92 -0.96 1.43
24 H 1.40 0.60 2.09
25 H -0.41 -1.48 0.77
26 H -0.35 -1.10 2.50
27 H -2.25 0.04 1.36
28 H -1.10 1.22 2.05
29 C -2.14 1.93 -0.38
30 C -3.46 1.22 -0.52
31 C -3.53 0.01 -1.20
32 C -4.73 -0.65 -1.34
33 C -5.88 -0.10 -0.80
34 C -5.83 1.11 -0.12
35 C -4.62 1.76 0.02
36 H -4.58 2.70 0.56
37 H -6.74 1.52 0.30
38 O -7.12 -0.75 -0.97
39 C -7.42 -1.68 -0.06
40 F -7.43 -1.20 1.21
41 F -6.51 -2.70 -0.02
42 H -8.40 -2.11 -0.28
43 H -4.78 -1.60 -1.87
44 H -2.62 -0.40 -1.61
45 H -2.21 2.73 0.37
46 H -1.89 2.39 -1.34
47 H 0.32 2.02 -1.20
48 H 0.43 2.37 0.53
49 H 1.13 -0.27 -0.83

---

Most stable: version two. Least stable: version one.

---

Version one
A gas-phase ion, C5H8NO2 (charge -1), computed with ωB97M-V/def2-TZVPD.

Values from the calculation:
gap between HOMO and LUMO: 7.73 eV
LUMO level: 3.562 eV
total charge: -1

Cartesian coordinates (Å):
1 O 0.89 1.60 -0.76
2 C 1.14 1.02 0.35
3 O 0.46 1.31 1.39
4 C 0.81 -0.81 0.30
5 C -0.41 -0.83 -0.73
6 C -1.55 0.01 -0.29
7 C -2.82 -0.34 -0.12
8 N 1.75 -1.57 -0.17
9 H 0.58 -1.03 1.34
10 H 0.12 -0.25 -1.49
11 H -0.61 -1.87 -0.96
12 H -1.20 1.04 -0.27
13 H -3.14 -1.35 -0.36
14 H -3.56 0.36 0.26
15 H 2.09 -2.29 0.47
16 H 2.23 0.96 0.55

---

Version two
A gas-phase ion, C5H8NO2 (charge -1), computed with ωB97M-V/def2-TZVPD.

Values from the calculation:
gap between HOMO and LUMO: 5.98 eV
LUMO level: 4.160 eV
total charge: -1

Cartesian coordinates (Å):
1 C 1.49 -1.02 -0.25
2 C 2.20 0.87 0.20
3 C -1.19 -0.28 -0.02
4 C 0.93 0.38 -0.41
5 C -2.66 -0.16 0.05
6 N -0.34 0.68 -0.09
7 O -0.79 1.96 0.01
8 O 2.75 -0.47 0.21
9 H 0.86 -1.59 0.43
10 H 1.73 -1.66 -1.05
11 H 2.78 1.38 -0.51
12 H 2.31 1.42 1.20
13 H -0.83 -1.32 0.13
14 H -2.95 0.01 -0.99
15 H -3.11 0.76 0.50
16 H -3.17 -0.97 0.59

---

Most stable: version one. Least stable: version two.